{
  "formula": "C20H30ClNOZr",
  "method": "ωB97M-V with the def2-TZVPD basis set",
  "orbital_gap_ev": 6.428,
  "e_tot_ev": -38554.59992,
  "charge": 2,
  "species": ["C", "C", "C", "C", "Cl", "H", "H", "H", "H", "H", "H", "H", "H", "H", "C", "C", "C", "H", "C", "C", "H", "H", "H", "H", "C", "C", "C", "H", "C", "C", "H", "H", "H", "H", "Zr", "O", "C", "C", "C", "C", "C", "C", "N", "H", "H", "H", "H", "H", "H", "H", "H", "H", "H", "H"],
  "xyz": [[0.233725, 0.821917, -5.880105], [1.608532, 1.325553, -5.832375], [-0.023381, -0.604434, -5.837328], [-0.885998, 1.767508, -5.923586], [0.421116, 1.204544, -2.256513], [-0.050014, -0.905594, -6.895156], [-1.001858, -0.866281, -5.398192], [0.777042, -1.186623, -5.350770], [1.852080, 1.459563, -6.898770], [2.327765, 0.607395, -5.414831], [1.744125, 2.301284, -5.336392], [-0.996146, 1.948964, -7.006789], [-0.705579, 2.739196, -5.429100], [-1.830487, 1.343483, -5.546346], [1.692900, -1.402796, 0.838872], [0.861447, -2.114136, -0.087258], [1.200092, -1.644746, -1.406558], [0.197947, -2.964141, 0.164179], [2.226795, -0.629238, -1.275723], [2.504181, -0.455457, 0.109888], [3.214378, 0.261958, 0.542035], [1.781463, -1.683636, 1.893021], [0.778564, -2.046437, -2.344658], [2.730060, -0.082019, -2.087105], [-2.296646, 1.074331, 0.159326], [-2.102870, -0.164161, 0.865607], [-1.866926, -1.217739, -0.097690], [-2.269783, -0.342216, 1.930247], [-1.927592, -0.610965, -1.409115], [-2.205261, 0.804856, -1.229159], [-2.315206, 1.551066, -2.048268], [-2.482802, 2.054349, 0.621488], [-1.805188, -2.301857, 0.127903], [-1.827490, -1.165019, -2.346628], [0.079332, 0.192632, -0.176338], [0.244835, 0.772845, 1.755635], [0.253095, 0.484520, 3.021648], [1.481093, 0.084264, 3.775643], [1.881219, 1.070103, 4.847189], [1.140590, 0.841744, 6.185545], [-0.362153, 1.070563, 6.090255], [-1.081131, 0.158926, 5.091764], [-0.890865, 0.564300, 3.693850], [1.282203, -0.907712, 4.205689], [2.288819, -0.038108, 3.053724], [2.951047, 0.904896, 5.037368], [1.722761, 2.093306, 4.457712], [1.364959, -0.160386, 6.587917], [1.572787, 1.546566, 6.906898], [-0.767099, 0.953515, 7.106968], [-0.533107, 2.127877, 5.836369], [-0.743548, -0.885310, 5.196085], [-2.148504, 0.232586, 5.329110], [-1.690117, 0.980800, 3.231415]],
  "forces_ev_per_a": [[0.0793, 0.7571, 1.7042], [0.2751, -0.0813, 0.1714], [-0.1278, -0.6655, 0.3500], [-0.2785, 0.0203, 0.2364], [0.4286, 2.1179, -1.9771], [-0.0379, -0.2055, -0.1358], [0.3629, 0.2639, -0.3659], [-0.2061, 0.3579, -0.3608], [0.2291, 0.1134, -0.1004], [-0.3267, 0.0916, -0.3000], [-0.3938, -0.3235, -0.3570], [-0.2116, 0.1975, -0.0350], [0.2521, -0.4864, -0.4055], [0.4086, 0.0206, -0.3630], [0.0565, -0.6511, -0.6803], [1.2014, -0.1426, 0.0302], [0.5092, 0.2790, 0.3060], [0.7007, 0.8156, -0.2674], [-0.1415, -1.1178, 0.4587], [-0.5204, -0.7150, -0.0442], [-0.3747, -0.4608, -0.2552], [-0.2155, 0.4461, -0.5516], [0.3040, 0.4612, 0.7158], [-0.5348, -0.4142, 0.6314], [0.1422, -0.7072, 0.0496], [-0.8069, -0.8514, -1.0158], [-1.2301, 0.7063, 0.1416], [0.3142, 0.0414, -0.6241], [-0.3309, 0.6125, 1.0920], [-0.1790, -0.9164, -0.2847], [0.2163, -0.7995, 0.9616], [0.1248, -0.5791, -0.3327], [-0.0918, 1.1503, -0.2359], [0.0258, 0.4400, 0.4106], [-0.2722, -1.3732, -0.4767], [0.6747, 0.8942, 3.0424], [-1.1730, 0.4501, -0.6708], [0.0132, -0.6951, -1.0214], [0.0822, 0.0778, 0.8958], [0.4831, 0.4449, -0.2673], [0.4160, 0.3195, 0.4583], [0.0447, 0.2096, 0.8573], [0.5906, 0.1788, -0.3253], [0.1129, 0.0897, 0.0330], [-0.1181, 0.0838, 0.0311], [-0.2553, 0.3244, -0.1495], [0.2405, -0.3117, 0.3860], [-0.0851, 0.1908, -0.3051], [-0.2088, -0.1376, -0.0470], [-0.1889, -0.2091, -0.4441], [-0.1420, -0.2674, -0.1048], [-0.2815, 0.3246, 0.0467], [0.1823, -0.2960, -0.4323], [0.2620, -0.0736, -0.0733]]
}

{
  "formula": "C4H11N3O2",
  "method": "ωB97M-V with the def2-TZVPD basis set",
  "orbital_gap_ev": 8.950,
  "e_tot_ev": -12891.47833,
  "smiles": "NCC(N)=O.CC(N)=O",
  "species": ["N", "C", "C", "N", "O", "H", "H", "H", "H", "H", "H", "C", "C", "N", "O", "H", "H", "H", "H", "H"],
  "xyz": [[0.059484, 2.255708, -0.615482], [0.652590, 1.437117, -1.560927], [-0.252478, -0.064502, -1.990822], [-1.543149, -0.008309, -1.559561], [0.062886, -0.640156, -3.017879], [-0.777874, 2.717019, -0.950339], [-0.138238, 1.774929, 0.278073], [1.601149, 1.028569, -1.217397], [0.742316, 1.903465, -2.540406], [-1.721030, 0.312746, -0.617284], [-2.202496, -0.661900, -1.956189], [0.290958, -1.328889, 2.840249], [0.172040, -0.619592, 1.510591], [0.852232, -1.130488, 0.477060], [-0.631613, 0.310798, 1.362171], [0.142511, -0.610016, 3.643902], [-0.490582, -2.085375, 2.911444], [1.261271, -1.801892, 2.973422], [1.390204, -1.968887, 0.625355], [0.529818, -0.820344, -0.595981]],
  "forces_ev_per_a": [[-0.6803, 0.5449, 1.1149], [-0.4044, -3.0018, -0.3082], [-0.2997, 3.5925, -2.1400], [0.0212, -0.4139, 0.5628], [0.4090, -0.6154, 0.7938], [0.1213, -0.0778, 0.0471], [0.1964, 0.4369, -0.6963], [0.1605, 0.2863, -0.1581], [-0.0064, -0.2194, 0.0166], [0.0591, 0.0236, -0.0079], [0.0995, -0.0619, 0.0120], [0.3506, 0.3284, 0.1057], [-1.3617, 0.1694, -0.0975], [-0.6289, 0.6802, -3.1576], [0.4731, -0.4048, 0.3571], [-0.0458, -0.0060, -0.0705], [-0.0001, 0.0093, -0.0923], [0.0361, -0.1162, -0.0191], [-0.0008, 0.0471, -0.2845], [1.5011, -1.2016, 4.0221]]
}